Entry 1:
9
Properties=species:S:1:pos:R:3:forces:R:3:nbo_charge:R:1 method="wB97M-V/def2-TZVPD" orbital_gap_ev=10.613
N 2.140 -0.465 -0.977 0.440 0.404 0.729 -0.3147
C 1.407 0.108 -0.292 1.510 -1.126 -0.877 0.2410
C 0.177 0.671 0.091 0.532 0.171 0.859 -0.2106
C -0.861 -0.362 -0.123 -0.959 0.278 -3.643 -0.2360
N -0.710 0.264 1.179 -0.417 0.044 -0.118 -0.5280
H 0.069 1.696 -0.249 -0.441 -0.206 0.010 0.2395
H -1.323 -0.054 -1.159 -1.143 -0.160 2.862 0.2231
H -0.629 -1.415 -0.252 0.675 0.223 0.413 0.2123
H -0.270 -0.441 1.782 -0.197 0.372 -0.235 0.3734

***

Entry 2:
33
Properties=species:S:1:pos:R:3:forces:R:3:lowdin_charge:R:1 method="wB97M-V/def2-TZVPD" orbital_gap_ev="6.896 / 8.000" charge=+2 spin_multiplicity=7
C -2.272 1.016 -0.065 1.382 2.402 0.199 -0.0720
C -1.354 2.068 -0.060 -2.174 -1.927 -0.230 -0.0833
H -2.599 0.558 0.874 -0.304 0.585 -0.387 0.0590
H -2.509 0.442 -0.964 -0.258 0.565 -0.127 0.0872
H -0.857 2.384 -0.976 -0.353 0.258 -0.078 0.0826
H -0.932 2.469 0.873 -0.657 0.231 -0.203 0.0751
Eu 0.000 -0.031 0.236 1.339 -1.147 -1.562 1.9451
C 0.262 -1.847 -1.494 1.093 1.046 0.280 -0.1755
C 0.142 -0.646 -2.285 0.679 0.235 0.715 -0.1675
C 2.128 -0.495 -1.069 -1.308 -0.876 -0.346 -0.1672
C 1.495 -1.758 -0.738 -0.263 0.850 -0.911 -0.1977
H -0.722 -0.360 -2.885 0.393 -0.244 -0.110 0.1174
H 1.459 1.193 -2.399 0.055 -0.243 -0.171 0.1191
H 2.998 -0.070 -0.581 0.029 -0.217 -0.277 0.1154
C 1.291 0.188 -2.023 -0.652 -1.317 0.554 -0.1502
H 1.780 -2.417 0.085 0.226 -0.039 -0.650 0.1136
H -0.489 -2.621 -1.383 0.142 -0.107 -0.269 0.1196
C 3.053 -0.410 2.820 0.975 0.124 0.005 0.0058
O 2.044 -0.139 1.810 -1.033 0.563 0.729 -0.2963
C 0.869 0.251 2.494 0.292 -0.247 0.252 -0.2659
C -0.043 -1.045 2.488 0.354 0.291 -0.048 -0.2435
O -1.342 -0.565 2.274 0.156 -0.178 0.053 -0.3419
C -2.095 -0.546 3.516 -0.632 -0.276 0.201 0.0141
H 3.760 -1.160 2.372 -0.580 0.917 0.703 0.1298
H 2.552 -0.790 3.758 0.826 0.212 -1.035 0.1198
H 3.486 0.607 2.970 0.308 -1.174 0.412 0.1267
H 1.004 0.592 3.517 0.254 0.039 0.064 0.1511
H 0.422 1.200 2.000 0.301 -1.109 1.026 0.1141
H 0.211 -1.812 1.670 0.144 0.790 0.931 0.1318
H 0.109 -1.599 3.414 -0.191 -0.034 -0.024 0.1595
H -2.500 -1.581 3.538 -0.216 0.939 0.694 0.1273
H -1.389 -0.357 4.370 -0.938 -0.012 -0.750 0.1235
H -2.870 0.254 3.406 0.610 -0.902 0.360 0.1235

***

Entry 3:
49
Properties=species:S:1:pos:R:3:forces:R:3:nbo_charge:R:1 method="wB97M-V/def2-TZVPD" orbital_gap_ev=6.362 charge=+1
C -1.285 2.075 2.423 -0.569 -1.359 -0.497 -0.1639
C -2.073 0.970 1.970 0.773 0.277 0.216 -0.4755
S -1.128 -0.521 1.539 -0.759 0.430 1.920 0.5615
C -1.279 -0.791 -0.298 0.251 -0.401 -0.457 -0.4901
C -0.039 -1.668 -0.703 -0.639 -0.129 0.017 -0.4419
C -0.303 -3.210 -0.652 0.291 -0.147 0.023 -0.2409
N 0.083 -3.876 0.593 -0.241 0.126 -0.535 -0.8297
H -0.992 2.842 1.679 -1.666 0.990 0.999 0.2694
H -0.936 2.121 3.474 1.549 -0.786 -1.129 0.2238
H -3.171 1.025 1.881 0.776 0.136 -1.677 0.2687
H -1.710 -1.637 2.124 0.068 0.440 -0.791 0.1571
H -1.207 0.198 -0.795 -0.158 -0.320 0.753 0.2716
H -2.242 -1.271 -0.554 0.451 0.332 0.308 0.2618
H 0.788 -1.395 -0.017 -0.164 -0.252 -0.600 0.2169
H 0.245 -1.388 -1.738 -0.232 0.040 0.616 0.2481
H -1.359 -3.476 -0.856 0.528 0.426 -0.007 0.2278
H 0.274 -3.676 -1.477 -0.294 0.254 0.484 0.2124
H -0.483 -3.604 1.384 0.194 -0.094 0.102 0.3420
H 1.073 -3.811 0.786 -0.094 0.084 0.195 0.3665
C -1.019 6.385 0.344 -0.179 -0.346 -0.133 -0.7247
C 0.098 5.450 0.717 -0.015 -0.057 -0.069 0.6336
O 0.022 4.254 0.488 -0.148 0.243 0.144 -0.6127
C 1.307 6.053 1.382 0.087 -0.430 -0.083 -0.7317
H -1.823 5.820 -0.126 0.044 0.032 0.011 0.2328
H -1.408 6.874 1.238 0.112 0.178 -0.058 0.2409
H -0.656 7.133 -0.363 -0.003 0.133 0.157 0.2461
H 1.015 6.529 2.319 0.018 0.174 -0.093 0.2440
H 1.767 6.787 0.719 -0.099 0.147 0.115 0.2446
H 2.036 5.274 1.600 0.008 0.080 0.074 0.2449
C 2.434 2.305 1.154 0.099 0.186 0.078 -0.7270
C 3.338 2.304 2.359 0.096 0.104 0.191 0.5922
O 3.411 3.271 3.083 -0.086 -0.028 -0.079 -0.5393
C 4.144 1.060 2.627 0.142 0.138 0.254 -0.7208
H 1.920 3.256 1.089 -0.055 -0.093 -0.055 0.2535
H 3.022 2.159 0.246 -0.081 -0.207 -0.010 0.2353
H 1.688 1.511 1.249 0.087 -0.125 -0.143 0.2001
H 4.809 0.859 1.785 -0.115 -0.147 -0.043 0.2352
H 3.476 0.211 2.785 0.056 -0.073 -0.170 0.2200
H 4.746 1.204 3.523 -0.037 0.004 -0.044 0.2447
C -2.689 -6.624 -3.407 -0.191 0.133 0.233 -0.7229
C -2.037 -5.275 -3.542 -0.112 0.099 0.099 0.6110
O -2.389 -4.333 -2.863 0.072 0.014 -0.008 -0.5806
C -0.930 -5.140 -4.553 0.043 0.315 0.100 -0.7230
H -3.466 -6.576 -2.645 0.039 0.013 -0.038 0.2371
H -3.144 -6.914 -4.355 0.152 -0.131 -0.020 0.2392
H -1.948 -7.367 -3.107 -0.007 -0.070 -0.191 0.2368
H -1.308 -5.366 -5.551 0.107 -0.168 0.011 0.2416
H -0.113 -5.819 -4.303 -0.066 -0.124 -0.161 0.2357
H -0.553 -4.118 -4.544 -0.036 -0.040 -0.008 0.2275

***

Entry 4:
28
Properties=species:S:1:pos:R:3:forces:R:3:nbo_charge:R:1 method="wB97M-V/def2-TZVPD" orbital_gap_ev=9.550 charge=-1
N 0.250 0.030 0.052 -2.199 2.411 0.947 0.7334
O 1.219 0.761 -0.262 -0.145 -0.769 0.168 -0.5928
O 0.200 -1.166 -0.016 2.324 -3.871 -1.382 -0.5413
O -0.823 0.509 0.474 0.112 2.221 0.054 -0.5571
O -2.208 -1.093 -1.799 1.126 -2.164 -0.292 -0.9609
H -2.197 -2.085 -1.954 -0.597 1.673 0.137 0.4679
H -1.287 -1.041 -1.463 -0.598 0.453 0.203 0.4833
O -2.135 1.912 -2.517 -0.794 3.890 2.512 -0.9602
H -2.398 1.951 -1.545 0.743 -0.265 -1.962 0.4855
H -2.076 1.032 -2.719 0.109 -3.720 -0.554 0.4739
O 1.089 3.063 -1.870 2.322 3.833 6.230 -0.9352
H 0.778 2.821 -2.632 -2.933 -2.364 -6.662 0.4574
H 1.629 2.384 -1.520 0.429 -1.272 0.461 0.4770
O 1.632 -3.358 1.062 -0.345 -1.476 0.832 -0.9474
H 1.574 -2.639 0.472 -0.442 1.715 -1.177 0.4838
H 2.552 -3.399 1.270 0.879 -0.160 0.319 0.4575
O 0.356 3.058 1.757 1.384 1.182 -3.971 -0.9565
H 0.623 3.291 0.736 -1.306 -0.542 3.598 0.4810
H 0.716 2.169 1.726 -0.154 -0.519 0.316 0.4729
O -1.485 -3.626 1.521 2.349 4.735 -1.443 -0.9891
H -0.777 -3.311 0.783 -2.266 -1.533 2.539 0.4717
H -1.579 -2.635 1.929 -0.250 -3.304 -1.035 0.4997
O 3.940 0.742 0.313 1.398 0.319 0.354 -0.9789
H 4.618 1.463 0.364 -1.578 -0.786 -0.444 0.4667
H 3.124 0.963 -0.161 0.282 0.286 0.249 0.5026
O -2.636 -1.019 2.061 0.716 3.871 3.059 -0.9654
H -2.417 -0.134 2.688 -0.906 -3.783 -2.343 0.4678
H -2.281 -0.643 1.249 0.343 -0.060 -0.714 0.5026

***

Entry 5:
65
Properties=species:S:1:pos:R:3:forces:R:3:lowdin_charge:R:1 method="wB97M-V/def2-TZVPD" orbital_gap_ev=5.876 charge=-1
Cs -0.707 0.184 0.063 1.668 0.822 0.012 1.2069
C 2.488 3.708 -0.168 -0.040 0.006 0.018 -0.0529
C 1.052 4.157 -0.089 -0.035 0.044 -0.033 -0.3792
C 0.761 5.512 -0.060 0.001 0.032 0.000 -0.0930
C -0.585 5.876 0.030 -0.017 -0.028 -0.007 -0.1104
C -1.550 4.908 0.080 0.014 0.005 0.009 -0.0602
C -1.195 3.518 0.041 -0.006 -0.111 -0.031 -0.4927
N 0.133 3.193 -0.039 0.081 0.256 0.011 0.0549
N -2.070 2.512 0.070 -0.685 1.000 0.038 -0.2934
Si -3.760 2.626 0.127 -0.046 -0.005 -0.016 0.3202
C -4.489 3.484 -1.396 0.042 0.017 0.092 -0.1797
C -4.403 3.456 1.705 0.036 0.014 -0.088 -0.1802
C -4.476 0.883 0.132 0.032 0.049 0.007 -0.1964
H 3.135 4.521 -0.499 0.024 -0.013 -0.002 0.0672
H 2.583 2.864 -0.850 0.005 -0.011 0.004 0.0589
H 2.831 3.382 0.816 0.023 -0.034 0.004 0.0665
H 1.547 6.254 -0.110 0.014 -0.017 -0.004 0.0858
H -0.867 6.924 0.055 -0.008 0.002 0.000 0.0946
H -2.595 5.182 0.142 -0.005 0.006 0.006 0.0692
H -4.092 4.495 -1.508 -0.029 0.012 -0.024 0.0096
H -5.581 3.544 -1.380 -0.006 -0.018 0.031 0.0181
H -4.193 2.919 -2.284 -0.019 0.008 -0.014 0.0223
H -4.005 4.467 1.813 -0.026 0.012 0.025 0.0089
H -4.058 2.877 2.566 -0.016 0.007 0.015 0.0219
H -5.494 3.511 1.748 -0.008 -0.018 -0.029 0.0182
H -4.188 0.325 -0.762 0.014 -0.012 0.007 0.0233
H -5.569 0.922 0.159 -0.003 -0.008 0.001 0.0241
H -4.146 0.311 1.004 0.013 -0.014 -0.011 0.0236
O -1.565 -6.255 -0.306 -0.051 -0.035 0.033 0.0151
C -2.721 -5.575 -0.276 0.037 -0.004 0.006 -0.2827
C -3.909 -6.300 -0.393 -0.032 -0.028 -0.016 -0.0332
C -5.132 -5.658 -0.372 0.030 0.027 0.015 -0.1089
C -5.197 -4.275 -0.233 -0.013 0.000 -0.007 -0.1078
C -4.020 -3.555 -0.118 -0.017 -0.021 -0.022 -0.0318
C -2.773 -4.176 -0.134 -0.059 0.070 -0.025 -0.0716
C -1.558 -3.302 0.005 0.062 -0.050 -0.009 -0.4799
O -1.696 -2.060 0.053 -0.811 -1.926 0.027 -0.4417
N -0.410 -3.980 0.068 0.020 -0.083 -0.042 -0.0364
N 0.711 -3.206 0.286 -0.079 0.068 0.039 -0.0549
C 1.785 -3.871 0.310 -0.145 -0.255 0.066 -0.9038
S 1.847 -5.644 0.083 0.082 0.152 0.041 0.9165
C 3.660 -5.722 0.084 -0.097 -0.032 -0.060 -0.5546
C 4.180 -4.677 1.049 -0.040 0.147 0.007 -0.5434
S 3.346 -3.119 0.650 0.128 0.080 -0.048 0.8959
H -0.849 -5.567 -0.162 0.000 0.016 -0.030 0.0205
H -3.840 -7.375 -0.500 0.012 0.001 0.000 0.1069
H -6.043 -6.238 -0.461 0.004 -0.009 -0.008 0.0924
H -6.152 -3.766 -0.217 0.000 0.001 0.004 0.0902
H -4.036 -2.478 -0.015 0.017 0.005 0.008 0.1007
H 4.026 -5.526 -0.923 0.051 -0.022 0.015 0.0687
H 3.952 -6.729 0.383 0.001 -0.004 0.007 0.0698
H 5.251 -4.511 0.935 -0.001 -0.016 0.003 0.0716
H 3.965 -4.950 2.082 -0.001 -0.047 -0.005 0.0725
N 8.434 -0.071 -0.320 0.000 -0.004 -0.002 0.1547
C 7.287 -0.017 -0.322 0.037 0.006 -0.001 -0.1765
C 5.849 0.051 -0.322 -0.109 0.008 0.027 -0.2290
C 5.167 0.519 0.796 0.060 -0.011 -0.016 -0.0072
C 3.784 0.559 0.744 -0.032 -0.046 -0.001 -0.1507
N 3.079 0.168 -0.313 -0.078 -0.031 -0.017 0.0743
C 3.742 -0.288 -1.370 -0.041 0.030 0.015 -0.1476
C 5.124 -0.360 -1.433 0.062 -0.036 -0.011 -0.0165
H 5.704 0.842 1.677 -0.019 0.000 0.010 0.1192
H 3.212 0.913 1.593 0.007 0.031 0.007 0.1166
H 3.138 -0.621 -2.206 0.013 0.011 -0.021 0.1175
H 5.626 -0.739 -2.312 -0.018 0.001 -0.007 0.1187

***

Entry 6:
26
Properties=species:S:1:pos:R:3:forces:R:3:nbo_charge:R:1 method="wB97M-V/def2-TZVPD" orbital_gap_ev=11.326 charge=+1
C -0.992 1.403 -0.216 -3.344 -5.194 -0.026 -0.6123
C -0.150 0.067 -0.508 0.838 1.627 2.150 -0.0254
C 1.289 0.557 -0.217 1.831 -2.691 -0.165 -0.2322
C 1.625 1.321 -1.501 2.204 1.143 -0.478 -0.6368
C 1.777 1.309 1.130 0.475 -0.394 -1.493 -0.6347
N -0.445 -1.106 0.519 5.250 -2.033 -0.125 -0.7432
H -1.168 1.351 0.841 -0.170 0.163 0.704 0.2208
H -2.022 1.282 -0.678 1.218 0.567 0.374 0.2164
H -0.582 2.317 -0.406 1.427 1.975 -1.048 0.2335
H -0.185 -0.389 -1.531 -0.272 0.477 1.127 0.2382
H 1.941 -0.412 -0.172 -0.900 1.458 -0.443 0.1958
H 2.689 1.749 -1.445 -1.421 -0.758 -0.238 0.2355
H 0.994 2.190 -1.630 -0.136 0.365 0.282 0.2128
H 1.494 0.816 -2.495 0.345 -0.247 1.201 0.2312
H 1.447 2.316 1.106 -0.623 1.139 -0.086 0.2148
H 2.916 1.447 0.927 -1.878 -0.783 1.064 0.2478
H 1.432 0.945 2.152 0.879 -0.181 -1.453 0.2249
H -0.402 -2.094 0.017 0.064 2.113 0.488 0.4714
H -1.296 -1.132 0.939 -3.915 0.686 1.378 0.4408
H 0.252 -1.224 1.440 -1.802 0.975 -3.355 0.4319
H -3.480 -0.215 2.051 -2.364 1.760 5.080 0.4786
H -3.592 -0.223 0.685 0.131 -0.229 -0.995 0.4829
O -3.021 -0.555 1.379 1.989 -1.575 -3.981 -0.9435
H -0.456 -4.203 -1.484 -0.312 1.559 1.269 0.5250
H 0.365 -3.967 -0.190 -2.102 1.068 -1.211 0.4960
O -0.428 -3.550 -0.711 2.589 -2.986 -0.019 -0.9703

***

Q: Which maximum force values were calculated for the entries above? A: 3.8 2.9 2.2 7.7 2.1 6.2, in eV Å⁻¹.
Q: Which E_tot values were calculated for the entries above? A: -6152.9401 -35117.8989 -33460.8114 -24269.9087 -69514.8822 -11054.0601, in eV.